Record 1
Density functional theory data (ωB97M-V/def2-TZVPD) for a structure of composition C23H52AsF6O19 at a distorted geometry.

Results
Charge: -1
HOMO level in eV: -8.53
Largest force on an atom in eV/Å: 4.618
Relative energy (zero: lowest compared OMol25 entry of this formula, charge and spin) in kJ/mol: 312.2

Each line ends with the Löwdin charge.
CARTESIAN COORDINATES (ANGSTROEM)
As 0.11742 0.65250 -0.10473  0.918
F -0.12916 -0.14410 -1.73977  -0.328
F 1.40875 1.68193 -0.74779  -0.296
F 0.29959 1.43121 1.50785  -0.313
F -1.20495 -0.43802 0.54834  -0.329
F 1.38119 -0.52088 0.35586  -0.310
F -1.07429 1.90837 -0.64305  -0.320
C 5.14307 -3.82139 2.07400  -0.138
O 3.72177 -3.89126 1.80992  -0.142
H 5.26102 -3.24242 2.98996  0.072
H 5.54306 -4.81483 2.27692  0.075
H 5.66443 -3.34529 1.24357  0.066
H 3.31259 -3.02550 1.74180  0.064
C 0.40984 0.89776 -6.00189  -0.161
O -0.23711 -0.35109 -5.84180  -0.140
H 1.07167 0.88106 -6.86780  0.077
H -0.43663 1.58132 -5.93615  0.076
H 1.03880 1.06515 -5.12753  0.077
H -0.25476 -0.47695 -4.89025  0.063
C -0.84713 -4.55846 2.82878  -0.148
O -2.24549 -4.28739 2.59141  -0.134
H -0.66774 -5.59165 3.12616  0.077
H -0.32236 -4.38081 1.89008  0.069
H -0.36785 -3.84645 3.50066  0.070
H -2.33322 -3.36923 2.32515  0.064
C 2.09726 0.24798 5.89102  -0.158
O 2.72775 -0.20558 4.68986  -0.131
H 1.37759 -0.49555 6.23355  0.070
H 2.79369 0.47118 6.69927  0.074
H 1.57743 1.17685 5.65634  0.074
H 2.06728 -0.12929 3.99736  0.066
C -2.13705 6.58974 0.80875  -0.125
O -2.83175 5.83762 -0.24833  -0.144
H -1.81940 5.89409 1.58545  0.066
H -1.22783 7.00694 0.37589  0.068
H -2.75689 7.34191 1.29673  0.075
H -2.32104 5.05695 -0.47489  0.057
C 3.31297 5.15466 2.47232  -0.184
O 4.03005 5.77241 3.48826  -0.121
H 3.83904 5.10797 1.51881  0.076
H 3.16847 4.11590 2.76931  0.072
H 2.32053 5.60282 2.42423  0.082
H 4.93014 5.43987 3.51760  0.074
C 4.41511 -3.72679 -2.94414  -0.170
O 3.90581 -2.47219 -2.54303  -0.124
H 5.02593 -3.54608 -3.82865  0.078
H 5.01803 -4.19030 -2.16328  0.071
H 3.55313 -4.35475 -3.16939  0.074
H 3.48381 -2.60477 -1.69101  0.068
C 6.37346 1.19616 0.70558  -0.007
C 7.28285 0.90566 -0.49274  -0.373
C 6.77488 1.54607 -1.76792  -0.072
O 7.91189 2.32134 -2.10750  0.061
C 8.95534 2.14003 -1.26611  -0.521
O 10.11521 2.54324 -1.41337  0.112
O 8.51648 1.39642 -0.27713  0.110
H 6.41067 2.23775 1.02466  0.089
H 6.66002 0.56495 1.54674  0.083
H 5.31715 1.05831 0.47473  0.088
H 7.36945 -0.16767 -0.66173  0.155
H 5.93500 2.19799 -1.52765  0.136
H 6.60774 0.83264 -2.57487  0.141
C -2.56805 -4.98142 -3.45969  -0.020
C -2.18857 -6.41388 -3.72209  -0.303
C -2.25504 -7.30970 -2.50239  -0.088
O -3.01523 -8.41330 -2.95955  0.097
C -3.62290 -8.13461 -4.07418  -0.628
O -4.43010 -8.81985 -4.62605  0.154
O -3.32631 -6.89362 -4.42520  0.076
H -1.77543 -4.40119 -2.98726  0.092
H -3.47993 -4.87121 -2.87279  0.094
H -2.86562 -4.47454 -4.37763  0.089
H -1.30150 -6.66365 -4.30418  0.161
H -2.81953 -6.88412 -1.67274  0.139
H -1.24646 -7.53505 -2.15583  0.137
C -4.74694 2.61909 -4.15584  -0.013
C -6.11000 2.46764 -3.47502  -0.329
C -6.03786 1.73061 -2.13930  -0.068
O -6.93624 2.51984 -1.36642  0.064
C -7.24037 3.68096 -1.92247  -0.524
O -7.92778 4.56281 -1.35810  0.093
O -6.67836 3.70695 -3.13851  0.086
H -4.12391 3.39534 -3.71157  0.092
H -4.81585 2.91652 -5.20221  0.080
H -4.24921 1.65283 -4.07392  0.088
H -6.83568 2.01267 -4.14918  0.152
H -5.02736 1.77968 -1.73360  0.140
H -6.47845 0.73705 -2.22189  0.139
C -4.31724 0.23434 4.99575  -0.027
C -3.60200 1.57633 4.82419  -0.335
C -4.17760 2.45497 3.68328  -0.059
O -4.35443 3.71080 4.33773  0.072
C -4.08016 3.60421 5.63521  -0.568
O -4.07641 4.52069 6.38711  0.163
O -3.87616 2.29786 5.99288  0.074
H -4.18429 -0.38040 4.10551  0.084
H -5.37100 0.36319 5.24287  0.093
H -3.68891 -0.25187 5.74200  0.083
H -2.54324 1.33139 4.73968  0.151
H -5.15869 2.13592 3.33147  0.133
H -3.49996 2.55884 2.83587  0.136

Cartesian forces, eV/Å:
-0.624 -0.040 -0.677
0.495 0.774 1.913
-0.871 -0.687 0.337
-0.417 -0.733 -1.424
1.582 1.393 -0.640
-1.138 0.531 -0.341
0.962 -1.315 0.896
-1.253 0.759 0.355
0.569 -0.964 -0.181
0.418 0.152 -0.022
-0.329 -0.052 -0.315
0.175 -0.074 0.021
0.369 0.239 0.102
-0.341 -0.223 1.107
0.246 -0.986 0.033
-0.558 0.327 -0.252
0.660 0.991 -0.811
0.203 0.294 -0.025
-0.213 -0.402 0.054
-0.077 0.873 -1.170
0.493 -0.599 0.670
-0.443 0.178 0.157
0.216 -0.319 -0.198
-0.302 -0.158 0.547
0.148 0.072 -0.057
-0.449 0.205 -0.647
0.355 -0.016 0.605
-0.078 0.001 0.203
0.349 -0.281 -0.355
-0.210 0.103 0.282
0.021 0.009 -0.184
0.301 -1.575 -0.869
-0.153 1.194 0.999
-0.026 -0.035 0.150
-0.079 0.420 0.117
-0.256 -0.098 -0.619
0.246 0.006 0.217
-0.357 -1.469 0.055
0.679 1.188 0.766
-0.170 0.489 -0.232
-0.337 -0.331 -0.215
0.248 0.181 -0.308
-0.074 -0.078 -0.070
-0.390 0.219 -0.045
0.280 0.395 0.286
-0.081 -0.224 0.011
0.130 -0.107 -0.001
0.261 -0.483 -0.290
-0.196 0.234 0.074
-0.015 -0.198 0.057
-3.551 -1.684 0.635
0.680 0.288 0.396
1.061 1.390 -1.436
2.411 1.037 -1.426
-3.587 -0.880 0.397
3.112 0.342 1.773
0.465 0.128 -0.132
-0.152 0.076 0.059
0.034 -0.492 -0.145
-0.075 -0.206 0.273
-0.080 -0.028 -0.571
-0.392 0.199 0.115
0.604 1.164 -0.192
-1.490 0.208 0.596
0.289 0.655 0.684
1.531 -1.902 1.852
-1.720 0.240 -0.908
0.248 -0.253 -0.074
-0.169 0.376 -1.962
0.014 0.000 0.016
0.172 -0.583 0.402
0.508 -0.099 -0.288
0.129 0.637 -0.107
0.110 0.278 -0.016
-0.218 -0.688 0.017
-0.368 0.124 -0.082
0.790 -0.430 -0.821
-0.648 0.672 -0.721
-0.279 -0.857 1.810
-1.792 2.603 1.695
2.487 -3.015 -2.459
-0.501 1.994 -0.072
-0.111 -0.171 0.501
-0.249 -0.273 -0.049
0.212 0.066 -0.180
0.139 -0.361 -0.099
-0.133 -0.284 0.265
0.497 -0.065 0.247
1.226 0.137 -0.471
-1.361 -1.721 -1.088
0.343 -0.216 0.457
0.302 0.230 -0.605
-0.288 -0.134 0.657
0.023 0.126 0.380
0.420 1.545 0.168
-0.250 0.082 -0.196
0.193 -0.149 0.177
-0.768 -0.356 0.471
0.184 0.606 -0.152
0.057 -0.226 0.046
-0.029 0.084 0.099



Record 2
Density functional theory data (ωB97M-V/def2-TZVPD) for a cluster of 4 separate species, C23H52NO12P in total at a distorted geometry.

Results
HOMO level in eV: -8.06
Largest force on an atom in eV/Å: 8.837
SMILES: CN(C)C(=O)CC(=O)O[C@](CCO)(COO)P(C)C.COCCOC.COCCOC.COCCOC

Each line ends with the Löwdin charge.
CARTESIAN COORDINATES (ANGSTROEM)
C 5.17944 3.39115 2.46455  -0.130
N 4.84909 1.91728 2.38467  -0.208
C 4.50832 1.46260 0.98273  -0.111
C 3.75259 1.53245 3.38835  -0.226
O 3.72981 0.21097 3.71807  -0.037
C 2.70406 2.61210 4.07616  0.000
C 1.26727 1.90503 4.54780  -0.253
O 0.69369 2.46671 5.64467  -0.047
O 0.73587 0.73765 3.82596  -0.093
C -0.70652 0.86510 3.54818  -0.504
C -1.64359 0.39265 4.80630  -0.121
C -0.85722 -0.49232 5.95548  -0.219
O -0.30952 -1.76996 5.47538  -0.126
C -1.02202 -0.21628 2.31213  -0.131
O 0.06633 -0.25111 1.30676  -0.194
O 0.47037 -1.51654 1.32808  -0.079
P -1.09212 2.59719 2.84668  0.930
C -2.61881 3.41107 3.65293  -0.332
C -1.48657 2.55519 0.96702  -0.315
H 5.40196 3.77671 3.56432  0.112
H 4.25429 3.99446 2.07790  0.080
H 6.07496 3.62859 1.74964  0.103
H 3.86439 0.45756 0.99710  0.117
H 5.53439 1.18199 0.44254  0.104
H 3.99869 2.29328 0.31435  0.088
H 2.55010 3.59126 3.44950  0.122
H 3.22723 2.95376 5.09337  0.149
H -2.48263 -0.33014 4.36153  0.136
H -2.19814 1.25485 5.37033  0.104
H -0.04387 0.12956 6.55091  0.126
H -1.68721 -0.76763 6.76799  0.136
H 0.13769 -1.68771 4.58282  0.090
H -1.09925 -1.28919 2.82849  0.145
H -2.09142 -0.02272 1.84655  0.124
H -0.20173 -2.10683 0.87593  0.128
H -2.67840 4.57871 3.41119  0.064
H -3.59325 2.83723 3.27112  0.059
H -2.54719 3.36055 4.84341  0.055
H -0.60671 2.08906 0.30856  0.057
H -2.42678 1.85006 0.77108  0.041
H -1.77411 3.60183 0.50926  0.062
C -2.99121 -4.07359 -2.33044  -0.112
O -4.33002 -4.04587 -1.84816  -0.195
C -4.41407 -4.37427 -0.45908  -0.192
C -4.55054 -3.11626 0.40730  -0.189
O -3.37029 -2.30939 0.34383  -0.214
C -3.51514 -1.20686 -0.54608  -0.113
H -2.96281 -3.54848 -3.29004  0.089
H -2.29237 -3.58066 -1.65107  0.078
H -2.67952 -5.11006 -2.49026  0.091
H -3.55080 -4.97492 -0.14855  0.126
H -5.31266 -4.98742 -0.32790  0.124
H -4.67237 -3.42214 1.45097  0.123
H -5.43567 -2.53458 0.12210  0.127
H -4.10994 -0.42413 -0.06740  0.084
H -3.98437 -1.49938 -1.49007  0.087
H -2.52020 -0.80978 -0.76274  0.087
C -0.50524 6.18273 -3.36941  -0.111
O 0.79229 5.59869 -3.33604  -0.195
C 1.01777 4.84368 -2.14291  -0.192
C 0.83725 3.34060 -2.38793  -0.195
O -0.52081 3.02470 -2.71031  -0.208
C -0.71949 2.85378 -4.11025  -0.108
H -0.71446 6.49173 -4.39807  0.091
H -1.28540 5.48488 -3.05754  0.082
H -0.52619 7.06853 -2.72765  0.087
H 0.36563 5.19210 -1.33314  0.122
H 2.05467 5.02557 -1.83897  0.122
H 1.07929 2.80447 -1.46509  0.110
H 1.51660 2.98398 -3.17179  0.126
H -0.34432 1.87378 -4.41755  0.086
H -0.22538 3.63596 -4.69411  0.085
H -1.79294 2.89829 -4.31084  0.090
C 3.04219 -6.11811 -4.84708  -0.111
O 2.86180 -4.73618 -5.13607  -0.196
C 1.49218 -4.40656 -5.38090  -0.194
C 0.83833 -3.77392 -4.14635  -0.194
O 0.75053 -4.70895 -3.06651  -0.205
C 1.78143 -4.52080 -2.10196  -0.104
H 4.03186 -6.24696 -4.39836  0.091
H 2.29716 -6.49857 -4.14488  0.082
H 3.00170 -6.69601 -5.77517  0.087
H 0.93333 -5.28920 -5.71414  0.125
H 1.47885 -3.67478 -6.19635  0.123
H -0.18567 -3.48504 -4.40252  0.116
H 1.37489 -2.86919 -3.83536  0.126
H 1.54114 -3.66110 -1.47047  0.081
H 2.75932 -4.37158 -2.56918  0.086
H 1.83022 -5.41493 -1.47533  0.091

Cartesian forces, eV/Å:
-0.487 0.835 -0.418
-2.701 0.887 1.569
0.769 -1.128 -1.188
0.768 -6.306 0.533
-0.404 8.511 -1.894
0.813 -0.999 0.819
-2.060 2.464 4.563
3.235 -3.957 -7.210
0.195 3.744 1.372
-2.102 -1.765 -0.739
-0.235 -0.945 0.417
-0.576 0.454 0.598
-0.262 1.354 -0.826
-0.516 -0.439 1.858
-3.554 2.671 1.353
1.604 -4.664 -0.800
1.066 2.107 -0.217
-1.331 -0.166 0.657
-1.182 -1.424 -1.405
-0.298 -1.166 -2.350
1.666 -0.708 0.551
-1.625 -0.527 1.513
1.367 2.446 0.166
-2.204 0.664 1.134
0.750 -1.528 1.508
-0.055 -2.193 1.039
-1.307 -0.800 -2.166
1.700 1.594 0.901
1.268 -1.485 -1.227
-1.578 -1.123 -1.613
1.785 0.421 -1.864
-0.620 0.382 1.690
0.354 2.298 -1.290
2.294 -0.122 0.785
0.608 1.239 0.353
0.251 -2.755 0.176
1.820 1.522 1.042
-0.103 -0.084 -2.713
-1.809 1.098 1.722
1.823 1.480 0.195
0.756 -1.948 1.301
-0.138 -0.059 -0.242
0.328 0.076 0.428
-0.397 0.426 -0.221
0.484 -0.383 0.020
-0.284 0.033 -0.291
0.169 -0.067 0.082
-0.119 -0.100 0.124
-0.046 -0.035 0.051
0.150 0.039 0.024
-0.025 0.149 0.008
0.054 0.043 0.023
-0.015 -0.008 -0.027
0.122 -0.084 -0.082
-0.081 0.096 -0.078
0.008 -0.018 0.102
-0.048 -0.045 0.101
0.160 0.128 -0.210
-0.358 -0.242 0.350
0.260 -0.243 -0.519
-0.452 0.311 0.300
0.374 0.192 -0.276
-0.127 -0.013 0.148
0.148 -0.035 0.143
0.073 -0.047 0.047
-0.115 0.010 0.036
-0.021 -0.114 -0.089
-0.051 -0.025 0.001
0.034 0.010 0.005
-0.077 0.138 0.032
0.033 -0.007 -0.121
0.006 -0.048 0.084
0.108 -0.040 0.126
0.264 0.101 -0.046
-0.478 -0.237 0.156
0.335 0.435 0.288
-0.129 -0.608 -0.117
0.346 0.302 -0.190
-0.132 -0.131 0.022
-0.118 0.117 -0.128
-0.051 0.076 -0.036
-0.041 -0.108 0.034
0.015 0.061 0.143
-0.020 -0.033 0.046
0.009 0.014 -0.030
0.047 -0.137 -0.067
0.117 0.065 0.059
-0.099 0.016 -0.010
-0.110 0.091 -0.098